C12H30F4HgN4O12S4 | wB97M-V/def2-TZVPD

Last column: natural (NBO) charge in e.
Geometry (Å):
Hg (0.578, 1.515, -0.905)  0.527
N (5.309, 1.414, -0.807)  -0.853
S (6.267, 2.565, -0.369)  2.317
O (7.196, 3.224, -1.272)  -0.789
O (6.507, 2.619, 1.091)  -0.793
F (5.019, 3.619, -0.426)  -0.526
S (6.665, 0.395, -1.031)  2.324
O (7.495, 0.182, 0.105)  -0.842
O (7.234, 0.404, -2.373)  -0.820
F (5.794, -0.954, -0.946)  -0.499
N (-0.786, 3.445, -4.997)  -0.890
S (-2.266, 3.675, -5.747)  2.278
O (-2.717, 2.799, -6.879)  -0.805
O (-2.792, 5.039, -5.670)  -0.824
F (-3.045, 3.130, -4.444)  -0.507
S (-0.006, 3.934, -6.255)  2.358
O (-0.037, 5.339, -6.644)  -0.806
O (0.269, 2.964, -7.256)  -0.821
F (1.412, 4.039, -5.418)  -0.530
C (-3.810, -0.680, 0.552)  -0.248
O (-2.822, -1.314, -0.286)  -0.544
C (-3.236, -2.717, -0.515)  -0.075
C (-2.667, -3.055, -1.887)  -0.255
N (-1.281, -2.732, -2.008)  -0.505
C (-0.709, -3.160, -3.317)  -0.259
C (-0.713, -4.663, -3.709)  -0.075
O (-0.046, -5.356, -2.760)  -0.540
C (0.317, -6.603, -3.165)  -0.253
H (-4.748, -0.653, -0.003)  0.173
H (-3.473, 0.316, 0.839)  0.195
H (-3.981, -1.318, 1.419)  0.163
H (-4.315, -2.847, -0.433)  0.187
H (-2.908, -3.360, 0.302)  0.173
H (-3.210, -2.515, -2.663)  0.212
H (-2.658, -4.145, -1.884)  0.189
H (-0.915, -3.472, -1.426)  0.355
H (0.251, -2.651, -3.410)  0.219
H (-1.204, -2.781, -4.211)  0.202
H (-0.233, -4.664, -4.688)  0.176
H (-1.684, -5.116, -3.907)  0.166
H (-0.503, -7.194, -3.574)  0.168
H (0.498, -7.077, -2.201)  0.193
H (1.228, -6.608, -3.764)  0.179
C (-1.771, -1.334, 6.521)  -0.274
O (-1.132, -0.512, 5.541)  -0.559
C (0.267, -0.683, 5.417)  -0.067
C (0.928, 0.077, 4.317)  -0.262
N (0.172, 1.293, 3.914)  -0.462
C (0.709, 2.468, 4.505)  -0.249
C (0.085, 3.747, 3.864)  -0.094
O (-0.352, 3.392, 2.519)  -0.526
C (-0.893, 4.663, 2.038)  -0.269
H (-1.236, -1.760, 7.370)  0.192
H (-1.980, -2.202, 5.895)  0.177
H (-2.801, -1.075, 6.765)  0.209
H (0.567, -1.714, 5.229)  0.172
H (0.695, -0.478, 6.398)  0.164
H (0.714, -0.630, 3.515)  0.218
H (1.948, 0.241, 4.664)  0.226
H (-0.728, 1.119, 4.338)  0.387
H (1.796, 2.384, 4.487)  0.199
H (0.522, 2.396, 5.576)  0.196
H (0.927, 4.436, 3.906)  0.183
H (-0.584, 4.263, 4.554)  0.185
H (-1.774, 4.971, 2.602)  0.182
H (-1.279, 4.573, 1.023)  0.193
H (-0.077, 5.384, 1.984)  0.186

Summary:
LUMO energy in eV: -7.751
2S+1: 1
ΔE to the lowest compared entry with this formula, charge and spin in eV: 16.2041
Gap between HOMO and LUMO in eV: 1.83
E_HOMO in eV: -9.58

---

C8H12N4O | wB97M-V/def2-TZVPD

Last column: natural (NBO) charge in e.
Geometry (Å):
C (2.487, -2.137, -0.256)  -0.624
C (3.534, -1.030, -0.344)  -0.384
C (2.998, 0.432, -0.240)  -0.451
C (1.538, 0.472, 0.073)  0.337
N (0.705, 0.643, -0.951)  -0.185
N (-0.587, 0.622, -0.679)  -0.180
C (-0.935, 0.434, 0.587)  0.311
C (-2.410, 0.348, 0.926)  -0.492
C (-3.222, 1.235, 0.028)  0.273
C (-4.679, 0.639, -0.329)  -0.465
O (-3.388, 0.867, -1.214)  -0.451
N (-0.099, 0.304, 1.618)  -0.179
N (1.191, 0.325, 1.352)  -0.188
H (3.018, -3.089, -0.288)  0.218
H (1.809, -2.154, -1.106)  0.211
H (1.946, -2.145, 0.686)  0.210
H (4.031, -1.134, -1.306)  0.208
H (4.277, -1.193, 0.431)  0.207
H (3.545, 0.964, 0.534)  0.231
H (3.171, 0.968, -1.168)  0.231
H (-2.796, -0.652, 0.770)  0.262
H (-2.549, 0.713, 1.940)  0.239
H (-3.183, 2.305, 0.211)  0.184
H (-5.100, 1.658, -0.049)  0.175
H (-5.301, 0.605, -1.225)  0.302

Summary:
SMILES: CCCc1nnc(C[C@@H]2CO2)nn1
LUMO energy in eV: -0.811
2S+1: 1
ΔE to the lowest compared entry with this formula, charge and spin in eV: 6.2873
Gap between HOMO and LUMO in eV: 8.07
E_HOMO in eV: -8.89

---

C4H7N3 | wB97M-V/def2-TZVPD

Last column: natural (NBO) charge in e.
Geometry (Å):
C (-1.669, 0.759, 0.005)  -0.598
C (-1.166, -0.673, 0.289)  -0.424
C (0.329, -0.544, 0.329)  0.067
C (1.316, -0.796, -0.597)  -0.106
N (2.284, 0.105, -0.287)  -0.343
N (1.950, 0.841, 0.773)  -0.052
N (0.795, 0.434, 1.166)  -0.252
H (-2.740, 0.792, -0.215)  0.206
H (-1.456, 1.401, 0.866)  0.228
H (-1.122, 1.189, -0.844)  0.202
H (-1.573, -1.026, 1.242)  0.221
H (-1.494, -1.355, -0.501)  0.210
H (1.473, -1.523, -1.382)  0.228
H (3.073, 0.393, -0.843)  0.414

Summary:
SMILES: CCc1c[nH]nn1
LUMO energy in eV: 0.903
2S+1: 1
ΔE to the lowest compared entry with this formula, charge and spin in eV: 1.0631
Gap between HOMO and LUMO in eV: 10.33
E_HOMO in eV: -9.43

---

C28H35ClN5RhSi2 | wB97M-V/def2-TZVPD

Last column: Mulliken spin population.
Geometry (Å):
Rh (-0.129, 0.387, -0.962)  1.347
C (1.335, 1.524, -3.531)  0.055
Si (2.589, 0.568, -2.439)  0.019
C (4.388, 1.181, -2.529)  0.066
C (2.618, -1.252, -3.008)  0.008
C (1.918, 0.956, -0.645)  0.569
C (1.456, 2.353, -0.588)  -0.127
C (2.142, 3.555, -0.481)  0.038
C (1.408, 4.725, -0.393)  -0.005
C (0.019, 4.671, -0.387)  0.011
C (-0.602, 3.441, -0.516)  -0.001
N (0.114, 2.329, -0.634)  -0.050
Si (2.691, 0.471, 1.079)  -0.013
C (2.699, -1.369, 1.582)  0.005
C (1.526, 1.423, 2.265)  0.038
C (4.506, 1.047, 1.091)  0.022
H (1.513, 1.298, -4.578)  0.004
H (1.430, 2.600, -3.408)  0.000
H (0.291, 1.248, -3.309)  -0.029
H (4.691, 1.196, -3.572)  0.007
H (5.042, 0.484, -2.014)  -0.003
H (4.564, 2.169, -2.123)  -0.001
H (3.152, -1.277, -3.954)  -0.001
H (1.637, -1.677, -3.195)  -0.001
H (3.153, -1.901, -2.323)  0.000
H (3.216, 3.563, -0.462)  0.001
H (1.912, 5.675, -0.319)  0.001
H (-0.573, 5.566, -0.287)  0.001
H (-1.679, 3.353, -0.539)  -0.005
H (1.712, -1.807, 1.694)  -0.002
H (3.186, -1.442, 2.551)  -0.001
H (3.279, -1.985, 0.902)  0.001
H (0.480, 1.278, 1.984)  -0.013
H (1.722, 2.492, 2.240)  0.002
H (1.649, 1.097, 3.292)  0.001
H (5.109, 0.451, 0.414)  0.000
H (4.906, 0.908, 2.090)  0.001
H (4.639, 2.089, 0.826)  0.000
C (-4.203, 1.072, -1.750)  -0.057
C (-2.807, 1.114, -1.717)  0.228
N (-2.140, 0.547, -0.702)  -0.054
C (-2.760, -0.062, 0.288)  0.119
C (-4.173, -0.179, 0.341)  0.036
C (-4.871, 0.436, -0.742)  0.163
C (-4.913, -0.911, 1.285)  0.433
C (-4.589, -1.590, 2.461)  0.475
C (-3.471, -1.570, 3.300)  0.023
C (-3.431, -2.497, 4.403)  0.230
C (-2.366, -2.399, 5.249)  -0.021
N (-1.386, -1.519, 5.052)  0.212
C (-1.414, -0.740, 3.996)  -0.052
N (-2.410, -0.745, 3.158)  0.148
H (-4.728, 1.522, -2.576)  0.001
H (-2.230, 1.584, -2.507)  0.012
H (-2.146, -0.492, 1.075)  0.069
H (-5.947, 0.377, -0.755)  0.008
H (-5.967, -0.977, 1.040)  0.010
H (-5.379, -2.228, 2.830)  0.016
H (-4.224, -3.214, 4.537)  0.008
H (-2.285, -3.024, 6.130)  0.002
H (-0.594, -0.060, 3.834)  -0.013
Cl (1.795, -4.814, -0.245)  0.000
C (0.500, -3.845, -0.818)  0.006
C (-0.690, -4.404, -1.277)  -0.001
C (-1.664, -3.551, -1.766)  0.006
C (-1.444, -2.183, -1.763)  0.018
N (-0.320, -1.641, -1.278)  -0.018
C (0.634, -2.459, -0.833)  0.057
H (-0.847, -5.470, -1.259)  0.000
H (-2.591, -3.945, -2.149)  0.001
H (-2.197, -1.519, -2.166)  -0.011
H (1.548, -1.998, -0.493)  -0.003

Summary:
LUMO energy (spin up / spin down) in eV: -5.597 / -8.315
2S+1: 5
Total charge: +2
ΔE to the lowest compared entry with this formula, charge and spin in eV: 1.5621
Gap between HOMO and LUMO (spin up / spin down) in eV: 5.90 / 5.77
E_HOMO (spin up / spin down) in eV: -11.50 / -14.09

---

C40H42N5O3STl | wB97M-V/def2-TZVPD

Last column: Löwdin charge in e.
Geometry (Å):
Tl (0.306, -0.184, -0.387)  0.912
C (2.397, 1.527, -4.204)  -0.089
O (3.121, 2.646, -3.717)  -0.117
C (2.430, 3.452, -2.826)  -0.231
C (2.403, 4.800, -3.107)  -0.049
C (1.720, 5.684, -2.266)  -0.144
C (1.016, 5.171, -1.194)  -0.097
C (1.005, 3.806, -0.882)  -0.146
C (0.164, 3.412, 0.239)  -0.124
N (-0.226, 2.248, 0.593)  -0.049
N (-1.123, 2.297, 1.650)  0.032
C (-1.574, 1.133, 2.024)  -0.530
O (-1.233, -0.019, 1.639)  -0.214
C (-2.700, 1.220, 3.034)  -0.131
C (-3.454, 0.073, 3.276)  -0.029
C (-4.582, 0.121, 4.084)  -0.105
C (-4.973, 1.320, 4.663)  -0.131
C (-4.205, 2.460, 4.457)  -0.115
C (-3.076, 2.411, 3.653)  -0.047
C (1.799, 2.899, -1.661)  -0.338
O (1.972, 1.670, -1.354)  -0.264
H (3.025, 1.061, -4.965)  0.079
H (1.457, 1.855, -4.658)  0.085
H (2.180, 0.813, -3.411)  0.074
H (2.922, 5.157, -3.989)  0.102
H (1.725, 6.748, -2.469)  0.075
H (0.435, 5.843, -0.569)  0.093
H (-0.237, 4.254, 0.816)  0.106
H (-3.137, -0.843, 2.794)  0.110
H (-5.173, -0.775, 4.241)  0.090
H (-5.878, 1.367, 5.259)  0.083
H (-4.502, 3.398, 4.913)  0.086
H (-2.476, 3.292, 3.477)  0.095
N (4.105, 0.646, 0.567)  0.117
C (3.602, 0.049, 1.663)  -0.654
N (2.464, -0.528, 1.779)  0.066
C (2.229, -0.991, 3.056)  -0.303
C (1.043, -1.573, 3.494)  -0.001
C (0.931, -1.947, 4.823)  -0.091
C (1.983, -1.760, 5.718)  -0.122
C (3.175, -1.188, 5.295)  -0.125
C (3.285, -0.809, 3.967)  -0.503
S (4.612, -0.010, 3.169)  0.998
H (3.432, 1.028, -0.108)  0.075
H (4.959, 1.161, 0.676)  0.081
H (0.223, -1.675, 2.796)  0.102
H (0.007, -2.388, 5.175)  0.097
H (1.867, -2.043, 6.757)  0.087
H (3.990, -1.018, 5.987)  0.093
C (-1.428, -5.227, -0.265)  -0.075
C (-2.251, -4.245, -1.066)  -0.316
C (-3.510, -4.616, -1.560)  -0.086
C (-4.234, -3.682, -2.292)  -0.322
C (-5.602, -4.034, -2.831)  -0.082
C (-3.733, -2.411, -2.529)  -0.029
C (-2.483, -1.956, -1.989)  -0.306
C (-1.766, -2.979, -1.281)  -0.035
N (-1.930, -0.742, -2.072)  0.003
C (-2.604, 0.375, -2.700)  -0.475
C (-1.705, 1.609, -2.498)  -0.119
C (-2.299, 2.875, -3.119)  -0.282
C (-2.496, 2.671, -4.624)  -0.130
C (-3.413, 1.468, -4.846)  -0.301
C (-4.772, 1.729, -4.189)  -0.132
C (-4.579, 1.974, -2.688)  -0.295
C (-3.655, 3.176, -2.477)  -0.125
C (-3.962, 0.729, -2.045)  -0.078
C (-2.782, 0.214, -4.229)  -0.084
H (-1.802, -6.248, -0.371)  0.057
H (-1.451, -4.969, 0.797)  0.071
H (-0.383, -5.208, -0.583)  0.068
H (-3.912, -5.607, -1.372)  0.081
H (-5.882, -5.054, -2.560)  0.056
H (-5.630, -3.949, -3.920)  0.066
H (-6.358, -3.357, -2.426)  0.068
H (-4.340, -1.751, -3.130)  0.073
H (-0.799, -2.714, -0.867)  0.035
H (-0.722, 1.405, -2.937)  0.111
H (-1.565, 1.758, -1.424)  0.086
H (-1.616, 3.713, -2.946)  0.135
H (-1.530, 2.499, -5.107)  0.110
H (-2.939, 3.569, -5.072)  0.110
H (-3.555, 1.313, -5.924)  0.126
H (-5.419, 0.856, -4.336)  0.113
H (-5.261, 2.594, -4.655)  0.107
H (-5.553, 2.176, -2.226)  0.129
H (-3.516, 3.358, -1.407)  0.120
H (-4.098, 4.074, -2.924)  0.109
H (-4.659, -0.105, -2.116)  0.098
H (-3.773, 0.905, -0.981)  0.130
H (-1.792, 0.035, -4.662)  0.122
H (-3.399, -0.657, -4.457)  0.098

Summary:
LUMO energy in eV: 3.843
2S+1: 1
Total charge: -2
ΔE to the lowest compared entry with this formula, charge and spin in eV: 0.0000
Gap between HOMO and LUMO in eV: 4.70
E_HOMO in eV: -0.85

---

C15H13F9IN2O7PS | wB97M-V/def2-TZVPD

Last column: natural (NBO) charge in e.
Geometry (Å):
O (-5.807, -2.180, -1.097)  -1.088
P (-5.942, -0.814, -1.610)  2.336
O (-6.018, -0.809, -3.209)  -0.975
O (-7.258, -0.132, -0.971)  -0.943
C (-4.478, 0.118, -1.013)  -0.442
C (-4.435, 0.646, 0.246)  -0.152
C (-3.298, 1.356, 0.777)  -0.193
C (-3.395, 1.897, 2.209)  0.981
F (-2.716, 1.168, 3.097)  -0.306
F (-3.029, 3.193, 2.247)  -0.315
F (-4.709, 1.899, 2.571)  -0.332
C (-2.173, 1.566, 0.016)  -0.088
I (-0.434, 2.563, 0.654)  0.246
C (-2.222, 1.044, -1.325)  0.003
N (-1.166, 1.225, -2.152)  -0.572
S (-1.672, 0.497, -3.505)  1.020
N (-3.139, -0.075, -3.141)  -0.646
C (-3.339, 0.314, -1.857)  0.178
H (-5.260, -1.290, -3.579)  0.531
H (-7.075, 0.820, -0.887)  0.499
H (-5.334, 0.501, 0.848)  0.250
C (5.058, -2.526, -3.456)  -0.637
C (4.696, -1.419, -2.490)  -0.080
O (3.937, -0.389, -3.151)  -0.474
C (2.634, -0.612, -3.270)  0.691
O (2.055, -1.584, -2.882)  -0.536
C (1.956, 0.586, -3.943)  0.901
F (2.647, 1.038, -4.996)  -0.305
F (1.830, 1.612, -3.093)  -0.301
F (0.724, 0.279, -4.382)  -0.320
H (5.578, -2.120, -4.325)  0.216
H (5.700, -3.262, -2.972)  0.225
H (4.165, -3.034, -3.823)  0.222
H (5.600, -0.940, -2.118)  0.199
H (4.154, -1.801, -1.625)  0.204
C (0.990, 0.837, 5.586)  -0.637
C (1.065, -0.394, 4.708)  -0.080
O (1.925, -0.165, 3.577)  -0.476
C (3.227, -0.330, 3.793)  0.690
O (3.721, -0.646, 4.834)  -0.534
C (4.019, -0.102, 2.498)  0.898
F (3.602, 0.978, 1.822)  -0.309
F (3.901, -1.152, 1.667)  -0.313
F (5.320, 0.064, 2.733)  -0.301
H (0.684, 1.705, 5.000)  0.217
H (0.276, 0.686, 6.395)  0.224
H (1.963, 1.068, 6.021)  0.222
H (0.080, -0.620, 4.302)  0.200
H (1.393, -1.269, 5.269)  0.201

Summary:
LUMO energy in eV: -1.415
2S+1: 1
Gap between HOMO and LUMO in eV: 8.01
E_HOMO in eV: -9.43

---

2S+1 of number 4 (C28H35ClN5RhSi2)?
5

---

The highest 2S+1 belongs to which entry?
C28H35ClN5RhSi2